# 1
The following is a quantum chemistry calculation of 8 unconnected molecules or ions with the total composition C17H45BF4N2O9 in a non-equilibrium geometry, from the OMol25 dataset.

ORCA input file:
```
! wB97M-V def2-TZVPD RIJCOSX def2/J DEFGRID3
* xyz -1 2
F -6.97931 11.18130 21.19258
F -6.06812 9.65844 19.81512
F -7.05223 8.96923 21.70207
F -8.20772 9.72899 19.97115
O -12.71590 10.04293 19.55818
O -3.89230 5.34415 19.91386
O -8.77284 12.83972 13.64310
O -4.77335 7.29573 20.51822
O -6.80912 12.71482 16.25706
O -10.82059 10.78300 18.36572
O -4.92940 6.33936 18.41231
O -8.39807 8.53912 15.53732
O -11.60416 11.88627 20.28806
N -8.28467 10.32061 17.54243
N -8.00960 10.12598 13.09593
C -5.23006 10.84000 15.87572
C -8.81833 6.48398 14.35463
C -3.36753 5.03210 21.21705
C -12.15677 13.07124 22.37633
C -4.48696 6.41835 19.65116
C -5.45912 12.28451 16.44540
C -5.83891 7.24170 17.84978
C -11.18980 12.65480 13.04538
C -2.53541 3.77265 21.12011
C -5.00987 12.26284 17.86318
C -12.98315 8.95714 18.81413
C -12.45601 11.92833 21.44511
C -9.21164 6.59947 16.79081
C -10.27683 12.00816 15.24011
C -9.17501 7.40096 15.53306
C -11.62019 10.87496 19.32269
C -10.14376 12.90941 14.05309
B -7.07536 9.91304 20.69298
H -8.74999 10.24160 12.41877
H -2.81571 5.91930 21.52765
H -7.93553 11.08203 13.41310
H -5.62969 10.10678 16.57628
H -7.13189 9.87033 12.66654
H -9.24973 10.46162 17.80488
H -9.58310 7.10675 17.68119
H -4.21192 4.91921 21.89703
H -5.74815 11.85193 18.55179
H -3.21278 2.95528 20.87279
H -14.01870 8.91901 18.47608
H -8.91856 7.08577 13.45135
H -10.93381 11.84442 12.36285
H -5.82247 10.71031 14.97001
H -8.28363 9.61101 16.82370
H -8.22277 6.16291 16.93100
H -12.73627 12.93733 23.28976
H -9.69213 12.36923 16.08619
H -9.68782 5.62375 16.69423
H -10.27307 13.94861 14.35547
H -9.86068 11.01537 15.06901
H -12.14058 12.53683 13.56520
H -8.24970 9.54448 13.88607
H -1.76970 3.91078 20.35676
H -12.29838 10.99111 21.97884
H -11.37510 13.51581 12.40318
H -6.79415 7.26938 18.37406
H -12.17705 14.03327 21.86429
H -11.28470 11.79965 15.59903
H -7.77267 10.05479 18.37145
H -4.76455 12.88304 15.85596
H -11.09530 12.97382 22.60410
H -4.12507 11.66037 18.06874
H -4.96304 13.27790 18.25759
H -1.97737 3.50692 22.01793
H -10.16788 7.75219 15.25210
H -4.19169 10.53500 15.74588
H -7.81962 6.04742 14.36451
H -13.50426 12.04740 21.17107
H -9.50644 5.67762 14.10088
H -12.82873 8.05851 19.41139
H -5.52713 8.28512 17.80319
H -6.19386 6.81218 16.91297
H -12.22211 8.79535 18.05075
H -7.97160 11.18727 17.12891
*
```

Calculated values
orbital gap (alpha / beta)	6.64 / 5.04	eV
HOMO level (alpha / beta)	-4.1 / -4.1	eV
LUMO level (alpha / beta)	0.0933 / 0.0346	hartree
total energy	-1885.8008	Ha



# 2
The following is a quantum chemistry calculation of a molecular structure, C33H50Cl2HgN3O4Si in a non-equilibrium geometry, from the OMol25 dataset.

ORCA input file:
```
! wB97M-V def2-TZVPD RIJCOSX def2/J DEFGRID3
* xyz -1 1
Hg -0.14421 1.73089 -0.45147
Cl -0.76832 3.17380 -3.00773
Cl 1.86816 2.58728 -1.27690
Si -0.07069 5.03773 -2.10833
O 1.33010 -1.66127 2.00118
O 2.79732 0.13287 -0.02093
O 0.81974 2.95783 1.85540
O 0.15471 -0.80855 -1.55982
N 0.51973 4.21240 3.74175
N 0.65656 -3.73289 2.71863
N 3.19736 -1.18608 -1.85542
C 0.17575 3.79117 2.50891
C 0.46912 -2.53057 2.10878
C -2.90870 0.67892 -0.32193
C -0.63240 -3.07718 -1.26627
C 0.60001 -3.68366 -1.04401
C 1.73721 5.48954 -1.91839
C -0.68550 0.47028 2.67220
C -0.78475 0.25930 4.03309
C -4.12255 0.16309 0.21794
C 0.20585 -3.03382 -5.58290
C -1.81995 0.88246 0.49190
C -0.12736 5.36323 4.35065
C -3.08439 0.07325 2.42430
C 1.91445 -4.00959 3.38562
C 1.69143 3.66527 4.40230
C -4.20371 -0.09449 1.57275
C -0.72346 -1.70706 -2.00173
C 3.53544 -2.49822 -2.37780
C -1.75747 -5.06884 -0.48730
C -2.03514 -0.02871 4.62061
C -0.59358 -1.82609 -3.52975
C -0.43222 -4.66966 2.95069
C -0.64023 6.31690 -3.34607
C -0.93186 -0.54393 -4.22711
C 0.65790 -5.00579 -0.58882
C 2.86661 -0.96838 -0.54907
C -0.09044 -2.91369 -4.12441
C -1.09067 5.11186 -0.53702
C -1.83429 0.50458 1.85307
C -0.52410 -5.71267 -0.34355
C -1.80772 -3.73874 -0.91095
C 3.29212 -0.08820 -2.78306
C -3.16023 -0.17117 3.81365
H 2.66195 -1.89848 0.01772
H 2.61524 -3.20508 3.16971
H -1.64771 6.11189 -3.72071
H 1.62939 -5.48652 -0.44558
H -4.96846 -0.03622 -0.44140
H 2.47371 4.43335 4.48581
H -2.13758 5.33228 -0.79500
H 1.52106 -3.13529 -1.26749
H 2.29991 4.83776 -1.22591
H 2.05712 2.82312 3.81157
H 0.11897 -3.80607 -3.53262
H -2.74211 -3.18447 -1.04105
H 2.31258 -4.96672 3.03409
H 2.73268 -2.89494 -3.02276
H -2.11497 -0.14031 5.70308
H 3.71006 -3.20438 -1.55286
H -1.33000 -4.31327 2.43564
H -0.48309 -6.76350 -0.03300
H -0.63244 -4.76750 4.02834
H -0.56637 -2.40381 1.70294
H 2.23525 5.45757 -2.89762
H -0.16661 -5.66269 2.56408
H 0.28101 0.63801 2.21571
H 1.75065 -4.09451 4.46584
H -1.01725 5.60024 3.75947
H 0.53597 6.24265 4.36216
H 1.41627 3.32776 5.40980
H -2.68861 -5.59827 -0.28524
H 0.11057 0.31895 4.65855
H -2.84843 0.87083 -1.39514
H 1.10340 -3.64840 -5.72504
H 0.38116 -2.05779 -6.05362
H -4.12648 -0.44033 4.24669
H -1.76625 -1.35488 -1.82258
H 4.43969 -2.41886 -3.00166
H -0.60393 -3.53582 -6.13137
H -0.24656 0.25227 -3.89113
H -1.95396 -0.21965 -3.97689
H -0.86457 -0.63601 -5.31568
H 0.03884 6.35467 -4.20721
H -0.71456 5.92414 0.10228
H -0.42715 5.14611 5.38510
H -5.13440 -0.42816 2.02732
H -0.63384 7.29776 -2.85154
H -0.75857 4.24480 2.12862
H 3.51545 0.83871 -2.25194
H 4.07184 -0.32938 -3.51480
H -1.08790 4.17486 0.03926
H 1.79765 6.52341 -1.54444
H 2.33575 0.03679 -3.31212
*
```

Calculated values
orbital gap	6.05	eV
HOMO level	-3.7	eV
LUMO level	0.0868	hartree
total energy	-3116.0819	Ha



# 3
The following is a quantum chemistry calculation of a molecular structure, C16H20AsCl3GeO6RuS in a non-equilibrium geometry, from the OMol25 dataset.

ORCA input file:
```
! wB97M-V def2-TZVPD RIJCOSX def2/J DEFGRID3
* xyz 0 1
Ru -0.89146 -0.75670 -0.13920
As -0.88667 2.63533 0.94734
Ge -3.01549 -0.08445 0.55619
Cl -3.21999 -1.28705 -1.34165
Cl -4.41469 1.48020 0.34552
Cl -3.90840 -1.15450 2.18528
S -0.77837 1.57823 -2.37259
O -0.74342 1.69759 -3.79567
O -0.38782 0.19651 -1.91987
O -0.35995 2.95984 2.44404
O -1.40464 0.97688 0.94441
O -2.18568 3.68331 0.50006
O -1.99317 1.99667 -1.70184
C 0.53519 2.88474 -0.32629
C -1.84652 -3.67416 1.13831
C 0.07181 -2.75658 -0.34578
C 1.10422 -1.81671 -0.20475
C -0.75646 -2.69517 0.83305
C 2.71249 3.87425 -0.59262
C 2.15945 -1.51772 -1.21092
C 1.76151 -0.00825 1.56683
C 1.60829 2.88501 -2.48679
C 1.63199 3.54504 0.21661
C 2.69672 3.55137 -1.93936
C 0.53327 2.55243 -1.67878
C -0.22212 -1.68614 1.70133
C 0.88827 -1.09005 1.01818
C -0.62861 -1.35067 3.09985
C -0.11760 -3.71001 -1.48299
H -2.26220 -3.51595 2.13085
H 3.53449 3.81835 -2.57033
H 3.56208 4.39300 -0.16855
H 0.17225 -1.62941 3.78819
H -1.53300 -1.87194 3.39528
H -1.44467 -4.68817 1.09202
H -2.66403 -3.60619 0.41843
H -0.80025 -0.27772 3.20999
H 0.21115 -3.27599 -2.42556
H -2.48845 3.44141 -0.39163
H 2.60990 -0.43352 2.10859
H 0.45734 -4.62431 -1.31355
H -1.16587 -3.98567 -1.58423
H 1.62011 3.79583 1.27001
H 1.20787 0.63330 2.25373
H 2.46990 -0.47528 -1.14955
H 2.15655 0.62103 0.76888
H 1.57657 2.62295 -3.53569
H 3.03565 -2.14546 -1.03317
H 1.80245 -1.70548 -2.22162
*
```

Calculated values
orbital gap	8.16	eV
HOMO level	-9.4	eV
LUMO level	-0.0456	hartree
total energy	-7259.6419	Ha
energy above the lowest of the compared OMol25 structures with the same formula, charge and spin	0.0983	eV



# 4
The following is a quantum chemistry calculation of a molecular structure, C26H39AuBGeN2O5, from the OMol25 dataset.

ORCA input file:
```
! wB97M-V def2-TZVPD RIJCOSX def2/J DEFGRID3
* xyz 3 3
Au 0.93692 0.20549 -0.06695
Ge -0.99436 1.83707 -0.29938
O -1.81044 -1.19225 0.07532
O 3.17362 0.83317 -0.32283
O 2.05919 -0.33487 1.70803
O -0.04353 -2.20934 1.17285
O 1.39870 1.03160 -2.17805
N 2.87875 1.52731 -3.81483
N 3.91876 -0.36273 2.96454
C -1.08032 -3.28251 1.02433
C -1.44251 3.13035 2.16708
C -3.99563 2.19852 -3.18650
C -2.02802 0.22900 -2.67243
C -0.59067 -4.16943 -0.10298
C 3.24687 -1.08956 4.05014
C -3.85836 1.03967 -4.00336
C -3.16017 2.35885 -2.12411
C 4.06782 0.65108 0.75866
C -3.36121 2.86307 3.58256
C -1.94574 2.13873 1.31245
C -2.14391 1.38845 -1.84639
C 4.25370 1.83195 -4.23830
C 2.57743 1.26856 -2.56367
C 1.84619 1.53296 -4.85322
C -3.86601 1.87631 2.73785
C -2.37792 -2.46412 0.67755
C 3.71714 1.27977 -1.54973
C -2.85907 0.06276 -3.73763
C -3.18003 -2.04522 1.89152
C -3.26346 -3.09428 -0.37187
C -1.13742 -4.03842 2.33166
C -2.15375 3.49077 3.29802
C 5.35108 -0.10275 3.16010
C -3.16222 1.51127 1.60697
C 3.28652 -0.04467 1.86247
B -0.54080 -1.17683 0.50433
H 1.60823 2.55920 -5.13260
H -1.27792 -4.99870 -0.26716
H 4.91338 0.02376 0.45978
H 2.22482 1.00424 -5.72509
H -3.26178 3.22463 -1.47965
H -1.27487 -0.51029 -2.44112
H -2.57966 -1.48201 2.60703
H -3.58042 -2.92288 2.39737
H -4.81106 1.40320 2.96877
H 5.95119 -0.90281 2.72625
H -3.91700 3.14657 4.46649
H -0.02725 2.96222 -0.66828
H 4.21259 2.25193 -5.23861
H 3.82839 -1.98096 4.27913
H -2.73082 -3.28698 -1.30081
H -1.90041 -4.81687 2.28129
H -0.48657 -3.61898 -1.04023
H 4.71315 2.57428 -3.58848
H 3.20558 -0.45222 4.93193
H -4.02752 -1.43553 1.58031
H 4.52957 0.62245 -1.87087
H 2.24686 -1.37144 3.74408
H -4.53612 0.89315 -4.83630
H 5.54095 -0.06578 4.22906
H 0.95704 1.03421 -4.48366
H -3.65686 -4.04266 -0.00299
H 4.45496 1.61196 1.10940
H -4.11426 -2.44367 -0.57355
H -0.50343 3.62646 1.94841
H 5.64320 0.85606 2.73912
H -3.54909 0.74722 0.94699
H 0.37985 -4.58429 0.16353
H 4.86160 0.92792 -4.26880
H 4.10914 2.29702 -1.44808
H -4.76375 2.92397 -3.41918
H -1.77464 4.26079 3.95566
H -2.78577 -0.80114 -4.38441
H -0.17968 -4.52559 2.50688
H -1.35883 -3.38818 3.17423
*
```

Calculated values
orbital gap (alpha / beta)	7.96 / 4.53	eV
HOMO level (alpha / beta)	-16.8 / -16.9	eV
LUMO level (alpha / beta)	-0.3261 / -0.4559	hartree
total energy	-3736.3372	Ha
energy above the lowest of the compared OMol25 structures with the same formula, charge and spin	0.1740	eV



> Which of these has the lowest total energy?

C16H20AsCl3GeO6RuS



> What is the total energy in the third record?

-7259.6419 Ha



> The highest total energy belongs to which entry?

C17H45BF4N2O9



> Look up the total energy of the third one.

-7259.6419 Ha